1.
A structure of composition C21H20N3O11SSc. Source: the OMol25 dataset; level of theory: wB97M-V/def2-TZVPD.

Output
**Largest force on an atom**: 0.0172 Eh/bohr
**Total charge**: -2
**Relative energy (zero: lowest compared OMol25 entry of this formula, charge and spin)**: 0.0631 eV
**HOMO energy**: -3.709 eV
**Frontier orbital gap**: 0.2864 Ha
**Electronic energy**: -80636.3037 eV
**E_LUMO**: 0.1501 hartree

Last column: natural (NBO) charge in e.
Positions of all 57 atoms, in Å:
1 Sc -0.595 -1.383 0.323  1.67
2 C 6.030 2.231 -2.301  -0.62
3 C 5.183 1.412 -1.361  -0.04
4 C 3.811 1.292 -1.553  -0.22
5 C 3.030 0.517 -0.707  -0.20
6 C 3.625 -0.150 0.356  -0.25
7 C 4.996 -0.051 0.556  -0.20
8 C 5.764 0.730 -0.297  -0.24
9 S 2.642 -1.106 1.505  2.35
10 O 2.046 -0.153 2.407  -0.97
11 O 3.576 -2.062 2.061  -1.00
12 N 1.530 -1.807 0.625  -1.05
13 C 2.035 -3.008 -0.068  -0.34
14 C 0.981 -3.624 -0.971  0.81
15 O 1.304 -4.502 -1.757  -0.69
16 O -0.214 -3.161 -0.799  -0.82
17 H 5.415 2.892 -2.912  0.21
18 H 6.599 1.590 -2.980  0.21
19 H 6.749 2.847 -1.755  0.20
20 H 3.339 1.807 -2.384  0.20
21 H 1.966 0.428 -0.874  0.26
22 H 5.444 -0.594 1.377  0.23
23 H 6.835 0.805 -0.135  0.19
24 H 2.324 -3.778 0.651  0.22
25 H 2.916 -2.799 -0.682  0.20
26 C -4.347 -0.956 -1.658  -0.61
27 C -3.028 -1.632 -1.989  0.14
28 C -3.164 -2.554 -3.195  -0.62
29 O -2.660 -2.397 -0.842  -0.72
30 C -1.964 -0.556 -2.303  0.79
31 O -2.145 0.196 -3.255  -0.70
32 O -0.947 -0.551 -1.520  -0.78
33 H -5.114 -1.717 -1.492  0.19
34 H -4.641 -0.305 -2.482  0.21
35 H -4.241 -0.364 -0.749  0.23
36 H -3.953 -3.287 -3.008  0.19
37 H -2.227 -3.086 -3.377  0.22
38 H -3.406 -1.969 -4.082  0.22
39 H -1.970 -3.037 -1.101  0.52
40 O 0.139 0.763 0.655  -0.57
41 C -0.242 1.735 1.287  0.45
42 C -1.565 1.916 1.826  -0.25
43 C -1.837 3.091 2.513  -0.10
44 C -3.104 3.335 2.991  -0.10
45 C -4.140 2.396 2.789  -0.16
46 C -3.900 1.241 2.114  -0.28
47 C -2.592 0.930 1.587  0.48
48 O -2.390 -0.125 0.946  -0.65
49 N -3.381 4.567 3.692  0.53
50 O -4.526 4.770 4.080  -0.44
51 O -2.474 5.375 3.849  -0.44
52 H 0.468 2.565 1.447  0.13
53 H -1.055 3.823 2.670  0.23
54 H -5.121 2.615 3.187  0.23
55 H -4.678 0.505 1.958  0.22
56 N -1.768 -3.121 3.027  -0.54
57 C -1.358 -2.538 2.113  -0.15

2.
The ion C2HN2S3 with charge -1 in a non-equilibrium geometry. Source: the OMol25 dataset; level of theory: wB97M-V/def2-TZVPD.

Output
**Largest force on an atom**: 0.0729 Eh/bohr
**Total charge**: -1
**Relative energy (zero: lowest compared OMol25 entry of this formula, charge and spin)**: 1.7576 eV
**HOMO energy**: -3.973 eV
**Frontier orbital gap**: 0.2639 Ha
**Electronic energy**: -37575.6883 eV
**E_LUMO**: 0.1179 hartree

Last column: natural (NBO) charge in e.
Positions of all 8 atoms, in Å:
1 S 1.946 2.107 0.153  -0.31
2 C 0.773 0.942 0.040  -0.36
3 C 0.923 -0.452 -0.014  -0.19
4 N -0.189 -1.146 -0.106  -0.15
5 N -1.228 -0.426 -0.182  -0.36
6 S -3.126 -1.310 0.154  -0.40
7 S -0.967 1.243 -0.057  0.56
8 H 1.869 -0.958 0.012  0.21